1.
Below is CH4N2OS in the gas phase in a non-equilibrium geometry, with properties calculated with ωB97M-V with the def2-TZVPD basis set.

The geometry in ORCA input format:
```
! wB97M-V def2-TZVPD RIJCOSX def2/J DEFGRID3
* xyz 0 1
N -0.26552 1.44996 0.06007
C 0.15844 0.18277 0.03942
S 1.73590 -0.31414 -0.02875
N -0.82737 -0.73896 0.17396
O -2.11764 -0.33262 -0.18807
H -1.26469 1.63441 -0.12357
H 0.38964 2.19384 -0.11877
H -0.59133 -1.62031 -0.25538
H -2.66733 -0.59446 0.58750
*
```

Results
electronic energy = -16963.64823 eV
SMILES string = NC(=S)NO
E_HOMO = -8.5 eV
F_max = 1.4 eV/A



2.
Below is 9 unconnected molecules or ions with the total composition C12H42O9 in a non-equilibrium geometry, with properties calculated with ωB97M-V with the def2-TZVPD basis set.

The geometry in ORCA input format:
```
! wB97M-V def2-TZVPD RIJCOSX def2/J DEFGRID3
* xyz 0 1
C 2.85154 -8.13330 -1.28189
C 1.96270 -7.09667 -1.94288
O 1.52759 -7.55538 -3.19317
H 2.44828 -9.13675 -1.41808
H 3.10935 -7.90379 -0.24799
H 3.79348 -8.18858 -1.82760
H 2.46688 -6.13943 -2.07550
H 1.08926 -6.95046 -1.30742
H 1.09149 -6.81718 -3.62500
C 1.34716 2.99172 6.19296
C 0.97674 1.64353 5.54859
O 1.03445 0.66415 6.61139
H 0.50024 3.19383 6.84867
H 1.38508 3.79349 5.45551
H 2.21930 3.02555 6.84588
H 1.46667 1.35620 4.61827
H -0.06715 1.81262 5.28441
H 0.55565 -0.11712 6.32510
C -4.56561 3.09471 -3.86884
C -4.55543 1.65294 -3.28863
O -5.83299 1.37221 -2.88550
H -3.62807 3.54555 -3.54348
H -5.21315 3.77943 -3.32117
H -4.63141 3.09015 -4.95684
H -3.92111 1.54503 -2.40880
H -4.10398 0.98066 -4.01825
H -5.80227 0.43678 -3.09908
C 4.54315 4.55485 -5.48705
C 3.54594 3.47440 -5.34918
O 3.43696 3.13829 -3.93457
H 4.76774 4.79193 -6.52698
H 5.51924 4.24150 -5.11672
H 4.28694 5.43207 -4.89296
H 3.80586 2.53325 -5.83371
H 2.57748 3.74949 -5.76697
H 4.23169 2.70157 -3.61946
C -1.83205 -4.04028 3.09448
C -2.69273 -4.03955 4.37436
O -1.87430 -4.06901 5.52762
H -2.42158 -3.83489 2.20094
H -1.30770 -4.98807 2.97275
H -1.14769 -3.19717 3.18896
H -3.36081 -4.89268 4.25636
H -3.36352 -3.18129 4.33520
H -1.46697 -4.93068 5.64250
C -0.87067 5.91016 0.79747
C -2.36627 5.62127 1.13789
O -2.49474 5.83973 2.52770
H -0.20206 5.57630 1.59094
H -0.70910 6.98028 0.66777
H -0.54359 5.38899 -0.10226
H -2.50077 4.56062 0.92566
H -2.99463 6.28772 0.54704
H -3.37564 5.59163 2.81766
O 4.09929 -2.45275 1.87026
H 3.90915 -2.70500 2.77384
H 5.04802 -2.32727 1.85071
O 0.80270 -0.62220 -0.78280
H 1.64481 -0.98993 -0.51473
H 0.88300 0.31513 -0.60615
O -2.03667 -3.60604 -3.22139
H -1.35838 -3.23380 -2.65783
H -1.68675 -3.51842 -4.10801
*
```

Results
electronic energy = -31549.22510 eV
SMILES string = CCO.CCO.CCO.CCO.CCO.CCO.O.O.O
E_HOMO = -10.1 eV
F_max = 3.3 eV/A



3.
Below is a molecular structure, C25H20AsCl5CoN3OS4Sb, with properties calculated with ωB97M-V with the def2-TZVPD basis set.

The geometry in ORCA input format:
```
! wB97M-V def2-TZVPD RIJCOSX def2/J DEFGRID3
* xyz -2 2
Co -1.31924 -0.73692 -1.75376
S -3.02078 3.37361 -0.86033
Sb -3.89802 2.73357 -2.94621
S -3.08465 -1.50751 -2.85973
S -2.50533 0.37451 -3.47128
S -6.09377 2.12888 -2.65294
Cl 4.84849 -4.86515 -1.27512
C 3.46555 -3.94586 -1.76369
C 2.28148 -3.98415 -1.02596
Cl 2.20797 -4.94665 0.41025
C 1.17283 -3.26134 -1.42503
Cl -0.27007 -3.22610 -0.47847
C 1.15514 -2.44079 -2.59942
O 0.17414 -1.74430 -2.94393
C 2.39893 -2.42244 -3.31680
Cl 2.46901 -1.37506 -4.68588
C 3.50423 -3.14464 -2.90703
Cl 4.98649 -3.02307 -3.79982
N 8.89537 0.98174 0.06401
C 7.75585 1.01735 -0.09018
C 6.33322 1.06081 -0.27927
C 5.68203 0.03591 -0.96523
C 4.31532 0.09208 -1.15406
C 3.58590 1.16220 -0.63789
C 4.23366 2.18606 0.04828
C 5.60305 2.13827 0.22083
N 2.19423 1.20831 -0.81614
C 1.38169 2.32586 -0.96222
C 0.12845 1.86079 -1.18954
N 0.15249 0.47786 -1.17892
C 1.38750 0.12396 -0.95068
H 6.24508 -0.79496 -1.36908
H 3.81845 -0.68120 -1.72565
H 3.65721 3.00307 0.45941
H 6.11239 2.92903 0.75475
H 1.77250 3.32603 -0.92961
H -0.79922 2.40849 -1.33177
H 1.75383 -0.88172 -0.84269
C -4.54265 0.12793 0.00176
As -2.70129 -0.42320 0.17634
C -2.96770 -2.04502 1.24357
C -1.99004 0.76959 1.58021
C -2.92981 1.01522 2.71317
C -3.90470 2.01032 2.60368
C -4.80979 2.22287 3.63155
C -4.76206 1.45267 4.78805
C -3.79580 0.46431 4.90748
C -2.88975 0.24927 3.87738
H -5.08076 -0.05566 0.93245
H -4.97680 -0.44042 -0.81827
H -4.58161 1.18447 -0.26016
H -3.65372 -1.85144 2.06880
H -2.01449 -2.39856 1.63897
H -3.38903 -2.81116 0.59193
H -1.76958 1.69894 1.05225
H -1.05494 0.31589 1.91938
H -3.94603 2.60343 1.69395
H -5.56305 2.99390 3.52303
H -5.47381 1.62064 5.58771
H -3.74647 -0.14370 5.80372
H -2.13752 -0.52681 3.97383
*
```

Results
electronic energy = -243728.68065 eV
expectation value of S² = 0.83
E_HOMO (alpha / beta) = -1.1 / -1.1 eV
F_max = 0.1 eV/A



4.
Below is a molecular structure, C22H41BEuN6O4Si in a non-equilibrium geometry, with properties calculated with ωB97M-V with the def2-TZVPD basis set.

The geometry in ORCA input format:
```
! wB97M-V def2-TZVPD RIJCOSX def2/J DEFGRID3
* xyz 0 8
H 1.19403 -0.50160 -3.90023
N 1.30082 1.42761 -2.98562
B 1.32105 4.02268 -2.66143
N 1.50748 2.71011 -3.50291
C 1.60605 2.63278 -4.85205
Eu -0.28603 0.26218 -1.38484
H 1.72686 3.52558 -5.44347
C 1.48201 1.29957 -5.23575
H 1.51845 0.90970 -6.23789
C 1.31502 0.57352 -4.04126
H 1.09381 4.89303 -3.47979
C 1.82065 2.49918 2.92357
H 1.13026 1.66033 2.79229
H 1.60127 3.25549 2.15894
H 1.69095 2.92857 3.92719
N 2.55567 4.55201 -1.84424
N 0.01272 3.85381 -1.83038
N 3.01515 3.95282 -0.68646
N -0.31707 2.66715 -1.18342
C 3.30292 5.65690 -2.11473
C -1.05822 4.67876 -1.81366
H 3.07788 6.27939 -2.96851
H -1.02706 5.63265 -2.32475
C 4.27919 5.78112 -1.12701
C -2.09142 4.06568 -1.11060
C 4.06028 4.68315 -0.25728
C -1.58362 2.81209 -0.71190
H 5.02359 6.54565 -1.04324
H -3.06372 4.46631 -0.89488
H 4.64150 4.43605 0.62392
H -2.05909 2.01549 -0.13566
H 2.82676 2.16053 2.81104
C -0.75179 -4.44643 -1.47385
C -1.90785 -3.70826 -0.80153
C -2.49107 -2.65397 -1.74275
C -2.96990 -4.72326 -0.39372
O -1.41175 -3.11944 0.46853
Si -1.12350 -1.54997 0.88296
O -1.92625 -0.43708 0.05303
O -1.21164 -1.40866 2.52296
C -2.46164 -1.56134 3.28102
C -3.59605 -0.85381 2.54946
C -2.75643 -3.04725 3.46344
C -2.25312 -0.90489 4.64400
O 0.47048 -1.21206 0.40214
C 1.77179 -1.80937 0.90193
C 2.79662 -0.68383 0.76866
C 1.56909 -2.25181 2.34389
C 2.10718 -3.01970 0.03791
H -1.09379 -4.88535 -2.42433
H -0.40831 -5.27625 -0.84192
H 0.08955 -3.77765 -1.69841
H -3.10290 -3.16215 -2.50871
H -3.12983 -1.93845 -1.21156
H -1.69156 -2.12052 -2.28919
H -2.53663 -5.49664 0.25672
H -3.80725 -4.24097 0.12610
H -3.35800 -5.22569 -1.29141
H -3.81995 -1.32348 1.58157
H -4.50998 -0.89333 3.16122
H -3.33967 0.20101 2.39049
H -1.92206 -3.54427 3.97623
H -3.65363 -3.15732 4.09223
H -2.93533 -3.54423 2.50005
H -1.40827 -1.34887 5.18501
H -2.08820 0.17590 4.54409
H -3.15970 -1.05904 5.24747
H 2.50450 0.19108 1.36816
H 3.78038 -1.02595 1.12156
H 2.90615 -0.35765 -0.27783
H 0.83933 -3.07204 2.40639
H 2.52130 -2.63813 2.74356
H 1.25146 -1.42049 2.98485
H 1.27691 -3.73653 0.03853
H 2.33198 -2.73369 -0.99890
H 2.99119 -3.53647 0.44496
*
```

Results
electronic energy = -68500.90619 eV
expectation value of S² = 15.76
E_HOMO (alpha / beta) = -7.4 / -8.3 eV
F_max = 2.1 eV/A



5.
Below is a molecular structure, C4H37NO13S in a non-equilibrium geometry, with properties calculated with ωB97M-V with the def2-TZVPD basis set.

The geometry in ORCA input format:
```
! wB97M-V def2-TZVPD RIJCOSX def2/J DEFGRID3
* xyz 0 1
C 2.71002 0.68222 -1.51570
N 1.35533 1.19311 -1.55089
C 0.60144 1.11377 -0.29415
C -0.32441 2.30115 -0.20153
S -1.49920 2.34881 1.22629
C -0.05307 -0.25264 -0.14254
H 2.82894 -0.26788 -0.97503
H 3.10340 0.45106 -2.50499
H 3.37721 1.41417 -1.04376
H 0.85447 0.73468 -2.30227
H 1.41867 1.21289 0.42655
H 0.32296 3.16253 -0.00012
H -0.85459 2.71937 -1.05541
H -2.61621 2.32776 0.48186
H 0.71588 -1.02708 -0.13145
H -0.65345 -0.32919 0.77004
H -0.73608 -0.49268 -0.96506
H 2.30465 1.90968 2.93591
H 2.38459 0.87025 1.92898
O 2.38567 0.93320 2.89612
H -2.87900 -0.88438 0.05805
H -4.00101 -1.44284 1.02761
O -3.73960 -1.31070 0.09194
H 2.80360 3.44519 1.35892
H 1.96693 4.53858 2.11218
O 2.45828 3.71908 2.21274
H -0.67810 1.64085 4.30174
H 0.87739 1.05573 4.22282
O 0.26815 1.79566 4.30131
H -4.66368 1.47007 -0.96907
H -4.25395 0.73109 0.29357
O -4.77437 1.48589 -0.01292
H 4.24148 -0.72391 1.89972
H 3.80995 -2.03006 1.14474
O 3.56512 -1.12240 1.34745
H 2.70117 -2.42352 -1.93333
H 2.06098 -2.39005 -0.51160
O 2.89245 -2.45493 -0.98886
H -2.72433 -0.74479 -3.73548
H -2.29644 0.75066 -3.64267
O -2.10283 -0.08622 -4.06060
H -2.81100 -2.06557 -1.40612
H -2.30916 -3.28636 -2.03506
O -2.46903 -2.36270 -2.26949
H -3.72111 -0.23515 3.07223
H -2.80688 -1.50132 3.15712
O -3.60658 -1.13470 2.75179
H -0.42247 -1.46563 -3.55590
H 0.47460 -0.35263 -4.19950
O 0.47737 -1.20232 -3.76444
H -0.39266 -0.43065 3.78675
H -0.18370 -1.73711 2.98261
O -0.84758 -1.18362 3.40468
H 1.60649 -3.76571 -2.80815
H 1.72191 -2.29641 -3.08343
O 2.13139 -3.00432 -2.53420
*
```

Results
electronic energy = -43686.69630 eV
E_HOMO = -8.2 eV
F_max = 17.5 eV/A



6.
Below is 2 unconnected molecules or ions with the total composition C3H8O4 in a non-equilibrium geometry, with properties calculated with ωB97M-V with the def2-TZVPD basis set.

The geometry in ORCA input format:
```
! wB97M-V def2-TZVPD RIJCOSX def2/J DEFGRID3
* xyz 1 2
O -1.11590 1.52057 -0.08771
C -0.16142 1.67951 0.64342
O -0.24008 2.41147 1.73868
C 1.14373 1.06144 0.21049
C 1.28125 1.29713 -1.28928
O 0.18672 0.85291 -1.93425
H 0.64973 2.74977 1.91418
H 0.99571 -0.02424 0.23462
H 2.01533 1.33272 0.80135
H 2.16560 0.78993 -1.69890
H 1.44977 2.37587 -1.52441
H -0.58522 0.97397 -1.24909
H -3.31124 -5.65336 1.09586
H -1.90071 -5.35454 0.53535
O -2.57327 -6.01315 0.60969
*
```

Results
electronic energy = -11420.33057 eV
expectation value of S² = 0.75
E_HOMO (alpha / beta) = -13.4 / -13.4 eV
F_max = 2.0 eV/A